Record 1
33
Properties=species:S:1:pos:R:3:forces:R:3:lowdin_charge:R:1 method="wB97M-V/def2-TZVPD" smiles="C=CCSC1=C(C#N)[C@H](c2ccccc2)CC(=O)N1" multiplicity=1
C -4.31579 -0.66172 1.57709 -0.1 0.0 0.1 0.0115
C -3.99131 0.54591 1.15073 -0.1 0.1 0.0 -0.2587
C -4.00898 0.96173 -0.27631 0.5 0.0 -0.2 -0.4563
S -2.34846 1.56163 -0.81399 -0.2 -0.1 0.1 0.9976
C -1.28871 0.23406 -0.33538 0.1 0.5 0.1 -0.4978
C -0.02874 0.47222 0.08981 -0.5 -0.9 -0.1 -0.2237
C 0.44733 1.77533 0.29292 -0.1 0.6 0.1 -0.2491
N 0.85004 2.83282 0.48888 0.1 0.3 0.0 0.1876
C 0.87946 -0.69158 0.43008 0.0 0.0 -0.1 -0.2145
C 2.33518 -0.32838 0.26241 0.0 -0.1 0.1 -0.2153
C 2.77880 0.26210 -0.91460 0.0 -0.1 0.0 -0.0440
C 4.11282 0.58667 -1.07560 0.0 0.0 -0.1 -0.0697
C 5.01990 0.31994 -0.06413 0.1 0.0 0.0 -0.0865
C 4.58592 -0.27067 1.10933 0.1 0.0 0.0 -0.0787
C 3.24963 -0.59194 1.27153 -0.1 0.0 0.0 -0.0299
C 0.52172 -1.88569 -0.46207 0.0 -0.1 0.2 -0.0298
C -0.96003 -2.17669 -0.47524 0.3 -0.2 0.0 -0.4464
O -1.45218 -3.27697 -0.53603 0.0 -0.2 0.0 0.0953
N -1.75250 -1.05632 -0.47611 -0.5 0.2 -0.1 0.1166
H -4.28757 -0.91774 2.62141 0.0 0.0 0.2 0.0598
H -4.64738 -1.44080 0.90855 0.0 -0.1 -0.2 0.0656
H -3.66554 1.31037 1.84287 0.0 0.0 0.1 0.1056
H -4.35164 0.17361 -0.94816 -0.1 0.0 0.0 0.0765
H -4.63313 1.84465 -0.42126 0.0 0.0 -0.1 0.0780
H 0.70155 -0.96634 1.47962 0.1 0.0 -0.1 0.1593
H 2.07630 0.48120 -1.70669 -0.1 0.0 -0.1 0.1215
H 4.44424 1.05184 -1.99189 0.0 0.0 -0.1 0.1049
H 6.06146 0.57515 -0.18957 0.1 0.0 0.0 0.1016
H 5.28752 -0.47924 1.90337 0.1 0.0 0.1 0.1027
H 2.91466 -1.04827 2.19244 -0.1 0.0 0.1 0.1127
H 0.81403 -1.67060 -1.49546 0.0 0.0 0.0 0.1422
H 1.05605 -2.78117 -0.14422 -0.1 0.0 -0.1 0.1388
H -2.74599 -1.21114 -0.57977 0.2 -0.1 0.0 0.1227

=====

Record 2
36
Properties=species:S:1:pos:R:3:forces:R:3:lowdin_charge:R:1 method="wB97M-V/def2-TZVPD" multiplicity=1
C -4.76424 -1.51415 0.54725 0.5 -0.1 -0.1 -0.0616
C -3.43536 -1.88864 -0.08978 -0.3 0.0 -0.2 -0.2718
O -2.42364 -1.67953 0.87748 0.0 0.0 0.2 -0.0533
C -1.12363 -1.74386 0.49262 0.2 0.0 0.0 -0.2756
C -0.18151 -1.38335 1.45910 -0.2 0.0 -0.1 0.0128
C 1.15833 -1.33183 1.14877 0.0 -0.3 -0.1 -0.0237
C 1.58960 -1.61722 -0.14531 -0.4 -0.4 0.2 -0.2842
C 0.66478 -2.06647 -1.07812 0.3 0.1 0.2 -0.0234
C -0.68116 -2.13274 -0.76727 -0.4 -0.1 0.1 -0.0154
H -1.37418 -2.46536 -1.52291 -0.1 0.0 -0.1 0.1088
H 0.99526 -2.33757 -2.06993 0.0 0.0 -0.1 0.1199
N 2.93176 -1.43680 -0.52402 0.1 -0.3 -0.3 0.1414
C 3.78206 -0.40452 -0.24505 0.1 0.0 0.0 -0.5412
O 4.97772 -0.50655 -0.42876 0.3 0.0 0.0 0.0601
N 3.25549 0.75977 0.27994 0.2 0.2 0.3 0.1427
C 1.95104 1.24679 0.24703 -0.6 0.1 -1.0 -0.2625
C 1.13101 1.03447 -0.83686 0.8 0.2 0.2 0.0328
C -0.21650 1.39806 -0.72360 -0.9 0.3 0.4 -0.3516
N -1.19280 1.18245 -1.60810 -0.1 -0.2 -0.6 -0.2272
S -2.57327 1.72912 -0.98634 1.1 0.1 0.4 0.9973
N -2.01381 2.27524 0.41676 -0.6 0.3 0.4 -0.2297
C -0.70302 2.04543 0.46809 -0.3 -0.4 -0.9 -0.3624
C 0.18761 2.35458 1.51112 0.5 0.1 0.3 -0.0062
C 1.48430 1.95377 1.38832 -0.4 0.2 0.2 -0.0124
H 2.18695 2.14771 2.18573 0.1 0.0 0.1 0.1164
H -0.17083 2.87512 2.38423 0.0 0.1 0.1 0.1165
H 1.48703 0.56113 -1.73616 0.1 -0.1 -0.1 0.1333
H 3.95793 1.35011 0.70446 0.0 -0.2 -0.1 0.1562
H 3.36205 -2.17137 -1.06872 0.1 0.2 0.1 0.1577
H 1.87615 -1.04289 1.90100 0.1 0.0 0.1 0.1264
H -0.53209 -1.13033 2.44683 0.0 0.0 0.1 0.1254
H -3.24829 -1.26090 -0.97209 0.0 -0.1 0.1 0.0989
H -3.44449 -2.94230 -0.40256 0.1 0.1 0.0 0.1273
H -4.94508 -2.13535 1.41996 -0.1 -0.1 0.1 0.0784
H -5.57011 -1.65666 -0.16683 -0.1 0.0 -0.1 0.0773
H -4.74291 -0.47397 0.86122 0.0 0.1 0.0 0.0724

=====

Number 1: gap between HOMO and LUMO 8.99 eV, electronic energy -1162.91898 hartree. Number 2: gap between HOMO and LUMO 7.42 eV, electronic energy -1347.72039 hartree.